Record 1
C41H51F10N12O5S2 | wB97M-V/def2-TZVPD

Each line ends with the Löwdin charge.
Atoms and positions in Å:
1 C -2.3753 0.3591 -1.8515  0.02
2 C -1.9858 0.4074 -0.3431  -0.34
3 F -2.2860 -0.7651 0.3527  0.01
4 N -0.6681 0.9063 -0.0563  -0.01
5 C 0.5151 0.3205 -0.3210  -0.24
6 N 1.7094 0.8649 0.0316  0.23
7 C 2.6475 0.0322 -0.3642  -0.22
8 C 4.0560 0.4299 -0.0373  -0.07
9 C 4.1823 0.8584 1.4773  -0.25
10 N 5.5484 0.6015 1.9184  0.02
11 N 2.0636 -1.0237 -0.9938  -0.03
12 S 3.0827 -2.2195 -1.6306  0.77
13 O 4.0999 -1.5461 -2.3420  -0.17
14 O 2.4823 -3.1627 -2.5132  -0.19
15 C 3.9582 -3.1737 -0.2898  -0.47
16 F 5.1542 -3.4271 -0.7755  0.19
17 F 4.1439 -2.4857 0.8394  0.15
18 C 3.3295 -4.5497 0.1009  -0.38
19 F 4.1710 -5.0674 1.0102  0.18
20 F 3.2912 -5.4355 -0.8768  0.20
21 C 1.9413 -4.4026 0.8539  -0.32
22 F 2.1221 -4.7260 2.1324  0.18
23 F 1.4968 -3.1225 0.8525  0.14
24 C 0.8452 -5.4045 0.3608  -0.59
25 F -0.1890 -5.2055 1.1783  0.16
26 F 0.5028 -5.2245 -0.8931  0.21
27 F 1.2252 -6.6364 0.5653  0.24
28 N 0.7156 -0.8435 -0.9398  0.05
29 C -0.1041 -1.8620 -1.5720  -0.04
30 C -0.1015 -1.5911 -3.1176  -0.23
31 O 0.5542 -0.7263 -3.5424  0.11
32 S -0.5279 2.4561 0.7479  0.67
33 C 0.1705 2.2540 2.4062  -0.09
34 O -1.8039 3.0754 0.9688  -0.28
35 O 0.2319 3.3685 -0.0391  -0.26
36 H -3.1039 1.1376 -2.1089  0.10
37 H -1.4638 0.6407 -2.4074  0.07
38 H -2.6848 -0.6397 -2.1795  0.09
39 H -2.7343 1.0988 0.0733  0.14
40 H 4.8013 -0.3501 -0.2134  0.10
41 H 4.3120 1.3139 -0.6428  0.15
42 H 3.9353 1.9291 1.5636  0.12
43 H 3.4722 0.3038 2.1136  0.11
44 H 6.0673 1.4670 2.0103  0.07
45 H 5.5696 0.0829 2.7876  0.08
46 H 0.3124 -2.8552 -1.3489  0.10
47 H -1.1566 -1.9201 -1.2785  0.12
48 H -0.7563 -2.1980 -3.7794  0.15
49 H 0.3340 3.2653 2.8077  0.09
50 H -0.5533 1.7252 3.0427  0.07
51 H 1.1498 1.7615 2.3986  0.05
52 N -3.7073 4.8448 -1.2291  0.01
53 C -2.3669 5.0057 -1.4607  -0.16
54 C -2.2112 6.0781 -2.2990  -0.10
55 C -3.5071 6.5876 -2.5806  -0.11
56 C -4.4081 5.8081 -1.9048  -0.14
57 H -4.1133 4.1313 -0.6513  0.14
58 H -1.6476 4.3455 -1.0119  0.06
59 H -1.2722 6.4567 -2.6689  0.10
60 H -3.7495 7.4307 -3.2067  0.09
61 H -5.4828 5.8544 -1.8463  0.11
62 N -0.1050 -2.2365 4.9338  0.01
63 C -0.8407 -1.1192 4.6467  -0.15
64 C -0.9059 -0.3533 5.7811  -0.13
65 C -0.1754 -1.0332 6.7911  -0.12
66 C 0.3079 -2.1894 6.2372  -0.13
67 H 0.0997 -2.9783 4.2879  0.13
68 H -1.2555 -0.9689 3.6627  0.10
69 H -1.4203 0.5903 5.8771  0.09
70 H -0.0227 -0.7103 7.8085  0.10
71 H 0.9060 -2.9807 6.6571  0.11
72 N -3.4338 -1.2504 8.4865  0.01
73 C -3.3945 -2.5208 8.9928  -0.15
74 C -4.5067 -2.6987 9.7727  -0.11
75 C -5.2497 -1.4895 9.7314  -0.11
76 C -4.5640 -0.6171 8.9284  -0.14
77 H -2.7392 -0.8462 7.8829  0.11
78 H -2.5802 -3.1851 8.7556  0.10
79 H -4.7604 -3.5965 10.3124  0.09
80 H -6.1811 -1.2843 10.2334  0.09
81 H -4.7810 0.3965 8.6349  0.10
82 N -2.3181 1.6283 -6.3920  0.01
83 C -3.0420 2.7582 -6.6767  -0.12
84 C -3.0577 3.5424 -5.5540  -0.08
85 C -2.3121 2.8668 -4.5539  -0.10
86 C -1.8672 1.6911 -5.1011  -0.15
87 H -2.1436 0.8726 -7.0290  0.13
88 H -3.4814 2.9050 -7.6489  0.09
89 H -3.5481 4.4973 -5.4592  0.10
90 H -2.1237 3.2093 -3.5477  0.07
91 H -1.2698 0.8957 -4.6873  0.08
92 N -4.0486 -4.7579 2.6804  0.00
93 C -2.7474 -5.1518 2.8440  -0.15
94 C -2.5209 -5.3074 4.1869  -0.12
95 C -3.7335 -5.0001 4.8592  -0.10
96 C -4.6564 -4.6682 3.9041  -0.13
97 H -4.4901 -4.5653 1.7997  0.14
98 H -2.0999 -5.2854 1.9972  0.08
99 H -1.5892 -5.6097 4.6380  0.09
100 H -3.9080 -5.0217 5.9223  0.09
101 H -5.6896 -4.3759 3.9884  0.11
102 N 8.6433 3.3222 1.4075  -0.01
103 C 8.5337 3.5607 0.0625  -0.15
104 C 9.3060 2.6388 -0.5927  -0.11
105 C 9.9018 1.8075 0.3930  -0.11
106 C 9.4726 2.2513 1.6147  -0.15
107 H 8.1870 3.8507 2.1291  0.14
108 H 7.9193 4.3641 -0.3089  0.10
109 H 9.4305 2.5674 -1.6609  0.09
110 H 10.5690 0.9785 0.2234  0.09
111 H 9.6846 1.9017 2.6115  0.10
112 N -2.6118 1.7545 -10.1377  0.00
113 C -1.6831 1.3399 -11.0558  -0.14
114 C -1.8170 2.1212 -12.1713  -0.11
115 C -2.8630 3.0477 -11.9169  -0.10
116 C -3.3315 2.7993 -10.6555  -0.15
117 H -2.7439 1.3558 -9.2284  0.11
118 H -1.0116 0.5267 -10.8357  0.10
119 H -1.2296 2.0395 -13.0710  0.09
120 H -3.2287 3.8101 -12.5849  0.09
121 H -4.1123 3.2722 -10.0830  0.10

Cartesian forces (eV/Å) of the 3 atoms listed first:
C 1.63 -0.03 0.02
C -2.81 0.64 -0.41
F 0.90 -0.20 -0.39

Values from the calculation:
ΔE to the lowest compared entry with this formula, charge and spin: 47.1 kcal/mol
E_LUMO: -0.1517 hartree
Total charge: +1
E_HOMO: -9.462 eV

Record 2
C4HBrF4 | wB97M-V/def2-TZVPD

Each line ends with the natural charge from an NBO analysis.
Atoms and positions in Å:
1 C 1.5540 -0.5917 0.0519  -0.29
2 C 0.7722 0.5076 0.0903  0.32
3 C -1.6938 -0.7268 -0.2238  0.37
4 C -0.8197 0.6110 -0.1590  0.48
5 F 1.4652 1.6238 0.4658  -0.31
6 F -2.1216 -1.1130 0.9482  -0.32
7 F -1.3978 1.6290 0.5417  -0.31
8 F -0.8528 1.0508 -1.4696  -0.33
9 Br 0.4672 -2.2048 -0.3986  0.12
10 H 2.6272 -0.7858 0.1531  0.26

Cartesian forces (eV/Å) of the 3 atoms listed first:
C -2.64 -0.76 -0.76
C 1.15 -0.72 1.36
C -0.31 0.00 -0.40

Values from the calculation:
E_LUMO: -0.0274 hartree
E_HOMO: -9.646 eV

Record 3
C6H14N2 | wB97M-V/def2-TZVPD

Each line ends with the natural charge from an NBO analysis.
Atoms and positions in Å:
1 C 0.0964 1.9360 0.4025  -0.62
2 C -0.4834 0.7257 0.3426  -0.07
3 C -1.3747 0.2869 -0.8217  -0.61
4 C 0.6448 -0.2617 0.2911  0.06
5 C 0.6553 -1.2492 1.2505  -0.46
6 C 1.5344 -0.6723 -0.8833  -0.29
7 H 1.0819 2.2861 1.0686  0.23
8 H 0.5345 2.4597 -0.5576  0.22
9 H -0.7767 2.4464 0.6647  0.24
10 H -2.4892 0.7317 -0.5069  0.25
11 H -0.9663 0.7699 -1.8146  0.22
12 H -1.3333 -0.9276 -0.9258  0.23
13 H -1.8770 -0.2572 1.4696  0.35
14 H -0.9722 0.7046 2.3376  0.36
15 H 1.4264 -1.9506 1.1799  0.18
16 H -0.0122 -1.5455 2.1257  0.20
17 H 2.6028 -0.9060 -0.7156  0.22
18 H 1.7875 0.2658 -1.5275  0.20
19 H 0.1217 -1.3602 -2.2650  0.35
20 H 0.3019 -2.4960 -0.9074  0.36
21 N -1.4733 0.7716 1.3940  -0.80
22 N 0.9709 -1.7582 -1.6014  -0.82

Cartesian forces (eV/Å) of the 3 atoms listed first:
C 6.05 9.75 -1.90
C -0.78 -6.65 -1.55
C -1.71 0.46 -2.10

Values from the calculation:
ΔE to the lowest compared entry with this formula, charge and spin: 136.6 kcal/mol
E_LUMO: 0.0297 hartree
SMILES: C=C(CN)C(C)(C)N
E_HOMO: -8.953 eV

| no. | energy (eV) |
| --- | --- |
| 1 | -120294.9162 |
| 2 | -85071.4270 |
| 3 | -9423.5600 |